# 1
18
Properties=species:S:1:pos:R:3:forces:R:3:mulliken_charge:R:1 method="wB97M-V/def2-TZVPD" orbital_gap_ev="5.9 / 5.3" s_squared=6.018 spin_multiplicity=5
Cr -1.931 -1.966 0.490 -0.002 0.100 -0.006 -0.13
O 1.427 -0.251 -0.049 0.367 0.389 0.359 -0.31
O -1.825 0.260 0.356 -0.388 -0.480 0.071 -0.19
C 2.434 -0.735 -0.818 -0.343 -1.163 -0.380 0.02
C -0.583 0.939 0.303 -0.514 0.479 -0.081 -0.32
C -2.843 0.976 1.037 -0.170 0.163 0.175 -0.75
C 3.318 -1.615 -0.348 -0.477 -0.365 -0.403 -0.70
C 0.292 0.260 -0.722 0.845 -0.176 -0.877 -0.68
H 3.158 -2.124 0.603 0.326 0.591 0.020 0.26
H -3.722 0.322 1.090 0.268 0.226 -0.053 0.24
H -2.525 1.236 2.057 -0.058 -0.051 -0.190 0.33
H -3.085 1.895 0.484 0.010 -0.142 0.117 0.28
H 4.044 -2.050 -1.032 -0.119 0.265 0.195 0.26
H -0.109 -0.553 -1.347 -0.886 -0.017 0.811 0.45
H 2.312 -0.560 -1.892 0.481 0.514 0.283 0.29
H 0.529 0.973 -1.524 0.649 0.302 0.387 0.32
H -0.741 1.986 0.000 -0.236 -0.212 -0.046 0.28
H -0.149 1.007 1.313 0.246 -0.423 -0.383 0.34

# 2
19
Properties=species:S:1:pos:R:3:forces:R:3:mulliken_charge:R:1 method="wB97M-V/def2-TZVPD" orbital_gap_ev="7.2 / 7.9" s_squared=6.047 spin_multiplicity=5
Cr 0.036 1.019 0.175 -0.739 0.778 -0.925 0.66
O 1.837 1.154 -0.479 -0.934 -0.230 0.295 -0.81
O -2.022 0.627 0.604 0.275 0.225 0.352 -0.24
O 0.460 -1.051 0.595 0.578 -0.561 1.277 -0.47
C -1.582 -0.406 -0.368 -0.283 0.065 1.154 -0.68
C 1.191 -1.181 -0.649 -2.606 -1.884 -1.283 -0.45
C -3.138 1.365 0.164 -0.334 0.404 -0.187 -0.79
C -0.930 -1.457 0.503 0.130 -0.958 -1.788 -0.12
C 2.311 -0.150 -0.634 0.116 0.080 -0.625 0.00
H 3.012 -0.407 0.189 -0.327 -0.119 -0.259 0.22
H -1.350 -1.704 1.490 0.362 0.695 -0.079 0.28
H 0.232 -1.223 -1.463 3.224 1.045 1.351 0.26
H 2.875 -0.269 -1.580 -0.133 0.074 0.230 0.35
H -4.065 0.807 0.372 0.263 0.163 -0.012 0.28
H -2.461 -0.802 -0.892 0.210 0.300 -0.104 0.31
H -3.146 2.321 0.702 -0.119 -0.237 -0.100 0.26
H 1.588 -2.206 -0.726 0.149 0.182 0.279 0.25
H -0.962 -2.404 -0.057 0.077 0.020 0.125 0.34
H -3.090 1.564 -0.920 0.091 -0.044 0.298 0.36

# 3
23
Properties=species:S:1:pos:R:3:forces:R:3:mulliken_charge:R:1 method="wB97M-V/def2-TZVPD" orbital_gap_ev=5.4 charge=+1
Sr -3.232 -0.855 0.744 -8.964 -3.112 -0.775 1.80
P 0.143 0.034 -1.423 1.651 1.787 -3.685 -0.33
F 0.786 -2.169 0.313 1.474 2.017 -1.729 -0.33
F 1.893 -2.043 -1.797 -1.360 2.066 3.507 -0.29
F 2.371 0.345 1.193 1.189 -2.444 -3.992 -0.23
F 3.421 0.360 -1.061 -2.754 -2.649 4.067 -0.21
F 3.732 -1.493 0.412 -3.523 3.647 -1.251 -0.25
F -1.367 2.071 2.852 -0.337 -0.957 -3.443 -0.31
C 2.714 -0.465 -0.020 2.755 -0.594 0.470 0.64
C 1.359 -1.210 -0.655 2.476 -2.538 -0.667 0.22
C -1.315 -0.448 -0.295 -0.991 0.450 1.471 -1.77
C -1.176 0.122 1.271 1.287 0.725 0.534 -0.14
C -1.322 1.757 1.376 0.769 0.231 1.279 0.03
H -0.711 1.011 -2.069 -0.435 0.040 0.250 0.12
H 1.199 0.409 -2.358 -0.045 -0.221 0.526 0.20
H -2.270 0.128 -0.724 2.587 -0.398 -0.562 0.56
H 0.614 1.082 -0.525 -0.282 -0.395 0.577 -0.15
H -0.268 -0.965 -2.416 -0.316 -0.289 0.772 0.03
H -2.103 -0.330 1.873 5.379 2.509 2.403 0.13
H -1.618 -1.593 -0.330 1.760 1.633 -0.359 0.56
H -0.189 -0.224 1.795 -1.881 0.591 -1.152 0.24
H -0.350 2.327 0.983 -2.340 -1.534 0.619 0.28
H -2.310 2.147 0.862 1.902 -0.563 1.139 0.18

# 4
19
Properties=species:S:1:pos:R:3:forces:R:3:mulliken_charge:R:1 method="wB97M-V/def2-TZVPD" orbital_gap_ev=2.4 charge=+1
I 1.202 1.791 -2.334 -0.493 -0.891 -0.138 0.41
Zn -1.906 3.165 -1.107 -0.982 1.042 -1.125 -0.05
F -0.966 -3.636 0.005 2.384 3.389 -0.355 -0.27
N -0.681 -0.312 -1.212 3.913 0.110 0.185 -0.02
C 0.117 1.174 1.946 0.420 0.030 0.109 -0.98
C -0.230 1.731 0.433 0.302 -0.214 1.263 -0.39
C -0.034 -2.481 -0.015 -0.330 -0.537 1.362 0.03
C 0.342 0.661 -0.670 -1.563 -1.679 2.336 -0.59
C -0.022 -1.653 -1.447 0.975 0.172 -1.403 -0.28
H 1.010 1.797 2.374 -1.700 -1.302 -0.761 0.30
H 0.310 2.753 0.249 -1.068 -1.992 0.397 0.46
H -0.316 -1.701 0.831 0.270 -2.025 -1.597 0.10
H 1.127 -1.481 -1.721 -2.367 -0.312 0.760 0.29
H -0.485 -2.272 -2.346 0.411 1.399 2.229 0.36
H 1.200 0.048 -0.163 -1.192 1.203 -1.271 0.57
H 1.066 -2.870 0.206 -2.489 0.624 -0.742 0.28
H -1.381 1.932 0.385 2.437 -1.008 0.105 0.26
H 0.454 0.035 1.924 -0.829 2.413 0.196 0.21
H -0.807 1.318 2.663 1.903 -0.420 -1.550 0.29

# 5
17
Properties=species:S:1:pos:R:3:forces:R:3:mulliken_charge:R:1 method="wB97M-V/def2-TZVPD" smiles=C[C@]1(N)C[C@]1(C)F orbital_gap_ev=9.8
F -1.254 -1.591 -0.397 0.328 0.606 0.406 -0.37
N 1.099 1.278 -0.217 -0.560 0.911 1.034 -0.68
C -1.804 0.734 -0.361 -0.336 -1.846 -0.110 -1.47
C -0.829 -0.338 0.088 -0.747 0.424 -1.679 1.00
C -0.130 -0.331 1.360 0.641 0.139 2.332 -1.02
C 0.646 -0.052 0.115 -0.038 -0.957 -0.559 0.75
C 1.612 -1.100 -0.398 -0.438 0.199 -0.105 -1.51
H 1.289 -2.122 -0.242 -0.125 -0.084 0.510 0.34
H -1.608 1.696 0.019 0.403 1.056 0.543 0.37
H 1.060 1.327 -1.219 0.098 0.400 -0.522 0.30
H 0.498 2.055 0.159 0.817 -1.318 -0.473 0.30
H -0.215 0.495 2.082 -0.397 -0.315 -0.410 0.24
H -2.765 0.415 0.027 -0.375 0.150 -0.118 0.39
H -0.003 -1.301 1.873 0.133 0.527 -0.515 0.28
H -1.858 0.783 -1.451 0.044 -0.059 0.040 0.31
H 1.681 -1.040 -1.476 0.229 0.316 -0.449 0.39
H 2.581 -0.908 0.038 0.324 -0.149 0.075 0.37

# 6
19
Properties=species:S:1:pos:R:3:forces:R:3:mulliken_charge:R:1 method="wB97M-V/def2-TZVPD" smiles="CC[C@]1(O)NC=[NH+][C@@H]1F" orbital_gap_ev=11.5 charge=+1
F -0.301 -1.953 -1.070 -1.370 0.013 -1.705 -0.30
O 0.677 1.287 -1.052 1.011 0.959 -0.851 -0.54
N -0.975 0.729 0.347 -1.086 0.321 2.326 0.04
N -2.015 -0.357 -1.216 -1.888 -0.485 -0.009 -0.11
C 1.082 -0.658 0.473 -1.462 -1.118 -0.369 -0.31
C 0.147 0.249 -0.373 0.115 -2.048 -1.202 0.32
C -2.112 0.348 -0.121 -0.614 0.674 0.655 -0.24
C 1.897 0.020 1.555 -1.175 1.857 -1.328 -1.31
C -0.656 -0.678 -1.450 2.302 1.064 -0.164 -0.03
H 1.677 -1.186 -0.261 0.438 -0.008 0.000 0.35
H -0.438 -0.355 -2.498 0.538 -1.067 0.746 0.40
H 1.160 1.858 -0.448 0.351 0.212 -0.044 0.37
H 2.255 -0.578 2.317 0.251 -1.630 1.519 0.41
H 0.337 -1.469 0.809 1.515 1.270 0.342 0.35
H -0.907 1.209 1.227 0.054 0.122 0.230 0.22
H 1.270 0.798 1.982 -0.027 0.135 0.610 0.32
H 2.782 0.545 1.230 0.252 0.132 -0.752 0.35
H -2.846 -0.423 -1.825 1.046 -0.520 0.237 0.29
H -3.034 0.613 0.374 -0.251 0.116 -0.240 0.43

# 7
18
Properties=species:S:1:pos:R:3:forces:R:3:mulliken_charge:R:1 method="wB97M-V/def2-TZVPD" smiles="CC(C)(C)N=C=O.F" orbital_gap_ev=11.1
F 1.180 -3.450 0.810 -1.262 0.684 -1.889 -0.40
O 0.765 -2.474 -2.170 -0.714 -0.062 0.513 -0.54
N 0.266 -0.434 -1.097 -0.630 0.715 0.799 -0.41
C -1.631 0.702 -0.180 -0.700 4.383 -1.707 -1.56
C 0.735 1.773 -0.284 0.067 1.741 0.531 -1.46
C 0.097 -0.087 1.332 1.684 -0.465 1.997 -1.27
C -0.175 0.543 -0.006 1.750 -0.759 -1.596 1.68
C 0.417 -1.498 -1.588 1.088 0.205 -0.506 0.50
H 0.573 -1.041 1.077 0.060 0.160 0.823 0.29
H -2.082 -0.231 -0.386 -0.802 -0.819 0.316 0.41
H 0.352 2.677 0.316 0.687 -1.416 -0.382 0.35
H -1.992 1.301 0.687 -0.246 -0.893 -0.473 0.39
H 0.853 0.538 1.908 -0.829 -0.845 -0.644 0.30
H 1.869 1.617 -0.062 -2.207 0.016 -0.288 0.34
H 0.697 -3.204 -0.002 1.339 -0.849 1.755 0.36
H -0.729 -0.305 2.066 0.390 0.437 -1.259 0.30
H 0.626 2.158 -1.326 0.139 -0.746 0.574 0.39
H -1.824 1.416 -1.095 0.185 -1.487 1.436 0.33

# 8
18
Properties=species:S:1:pos:R:3:forces:R:3:mulliken_charge:R:1 method="wB97M-V/def2-TZVPD" smiles=C[C@H](F)[C@@]1(CN)CS1 orbital_gap_ev=9.5
S 0.945 1.836 -0.978 -1.355 -0.403 1.847 -0.20
F 0.539 -1.766 -1.148 -0.771 1.068 0.895 -0.37
N -2.200 -0.508 -0.038 -3.243 -2.497 2.025 -0.48
C -1.450 0.357 -0.807 1.388 1.936 -0.776 -0.73
C 0.686 -0.862 -0.030 -0.180 -1.138 -0.160 0.57
C 0.081 1.522 0.778 1.730 0.502 -0.621 -1.26
C -0.052 0.431 -0.229 0.598 2.080 -0.417 0.81
C 2.175 -0.884 0.181 -0.412 -1.772 2.408 -1.37
H -3.047 -0.930 -0.467 1.163 0.577 0.150 0.22
H -2.526 -0.144 0.878 0.572 -0.081 -0.976 0.21
H 0.113 -1.246 0.836 0.523 -0.722 -0.455 0.22
H 2.422 -1.816 0.776 -0.350 0.481 -1.131 0.35
H -1.249 -0.011 -1.803 -0.794 -0.100 -0.447 0.38
H 2.477 -0.190 0.922 0.415 1.428 0.266 0.38
H -1.841 1.406 -0.800 0.341 -0.611 -0.596 0.34
H 0.889 1.445 1.527 -0.548 -0.061 -0.394 0.26
H -0.730 2.232 1.103 0.686 -1.043 -0.877 0.32
H 2.768 -0.873 -0.701 0.236 0.356 -0.741 0.36

# 9
21
Properties=species:S:1:pos:R:3:forces:R:3:mulliken_charge:R:1 method="wB97M-V/def2-TZVPD" orbital_gap_ev="9.4 / 6.7" s_squared=2.012 spin_multiplicity=3
Hg 1.449 -2.863 4.628 0.182 -0.301 -0.464 0.69
O 0.637 -0.805 5.293 -0.920 -0.601 -3.256 -0.71
O 0.549 -1.668 2.748 -0.127 0.394 2.121 -0.80
O 2.013 -0.085 -0.164 -0.773 -0.320 -0.032 -0.28
O 3.964 1.008 0.172 -0.251 0.056 -0.085 -0.43
O 3.157 0.948 -1.757 -0.107 0.168 -0.062 -0.39
C 1.962 -0.512 1.219 0.209 0.123 0.256 -0.15
C 0.657 -1.270 1.433 0.275 -0.013 -0.564 -0.75
C 1.281 0.301 5.875 0.409 0.732 0.035 -0.14
C 2.797 0.182 5.833 0.223 0.013 0.008 -1.04
C 3.021 0.630 -0.546 0.985 -0.033 0.106 0.83
H 2.005 0.375 1.867 0.017 -0.235 -0.118 0.28
H 3.132 -0.696 6.407 -0.085 0.209 -0.156 0.26
H 3.157 0.082 4.798 -0.111 0.025 0.243 0.22
H 2.828 -1.158 1.420 -0.202 0.179 -0.006 0.28
H 0.945 0.386 6.923 0.018 -0.167 -0.357 0.30
H 3.273 1.072 6.270 -0.126 -0.234 -0.097 0.37
H 0.531 -0.839 4.075 0.197 0.284 1.949 0.62
H 0.646 -2.141 0.749 -0.032 0.254 0.189 0.28
H -0.180 -0.612 1.126 0.173 -0.195 0.186 0.29
H 0.969 1.231 5.366 0.046 -0.340 0.105 0.28

# 10
19
Properties=species:S:1:pos:R:3:forces:R:3:mulliken_charge:R:1 method="wB97M-V/def2-TZVPD" orbital_gap_ev="5.9 / 5.9" charge=+1
I 2.895 0.380 -0.824 0.206 -0.062 0.267 0.34
O -0.658 -0.555 1.595 -0.034 -0.300 0.823 -0.44
N 1.688 -1.957 0.715 0.529 5.139 -4.203 0.03
N -0.597 1.905 -0.937 -0.103 -1.948 -0.076 -0.44
C 0.824 -3.060 0.834 1.546 -2.379 0.224 -0.67
C -0.397 1.627 0.456 0.749 0.628 -0.718 0.14
C 1.622 -1.111 -0.331 0.443 -1.597 2.474 -0.40
C -0.505 0.501 1.113 -0.759 -0.372 -1.735 0.69
C 0.290 2.732 1.191 -0.781 1.199 0.074 -1.09
H 1.574 -3.830 1.226 -1.748 0.106 -0.942 0.32
H 0.086 3.615 0.532 1.256 -0.423 0.742 0.30
H 0.002 -2.974 1.501 -0.409 0.549 0.869 0.30
H -1.104 1.250 -1.538 0.205 0.506 0.730 0.20
H 0.875 -1.272 -1.059 -1.073 -0.186 -0.461 0.42
H 0.425 -3.173 -0.171 -0.030 -1.003 0.102 0.29
H -0.624 2.847 -1.279 -0.111 0.210 0.537 0.15
H 2.582 -1.822 1.120 0.612 -0.481 1.675 0.27
H 1.287 2.535 1.609 0.123 0.294 -1.057 0.26
H -0.257 2.984 2.075 -0.620 0.120 0.675 0.34

# 11
20
Properties=species:S:1:pos:R:3:forces:R:3:mulliken_charge:R:1 method="wB97M-V/def2-TZVPD" orbital_gap_ev=9.6
I -0.982 -3.529 -2.479 -0.023 -0.057 -0.363 0.10
S -1.612 -2.574 0.592 0.156 2.299 -1.406 0.53
O -1.192 -1.011 -0.046 -0.546 -0.517 1.073 -0.47
O -0.380 -3.337 0.594 -0.243 -0.045 0.110 -0.49
N -3.683 -3.092 -1.106 1.271 0.453 1.660 -0.55
C 1.147 1.786 0.213 2.228 -0.349 3.873 1.27
C -0.049 1.710 -0.249 -0.990 -1.846 -2.779 -1.55
C 2.195 0.862 -0.286 1.523 1.584 -0.347 -1.25
C 1.451 2.513 1.568 -1.153 -1.328 1.018 -1.19
C -2.443 -2.971 -1.078 -0.137 -0.534 0.952 0.22
H 2.992 0.706 0.458 -0.589 -0.584 -0.099 0.33
H 2.128 3.339 1.455 0.559 0.248 0.070 0.31
H -4.065 -3.595 -1.861 -0.557 -0.277 -1.564 0.30
H 0.502 2.912 2.026 0.822 -0.212 -0.698 0.32
H -1.269 -0.221 0.561 0.097 -1.470 -0.432 0.35
H 1.833 1.771 2.418 -0.455 1.379 -2.149 0.27
H -0.801 2.334 0.045 -2.032 1.442 0.872 0.48
H 2.742 1.442 -1.055 -0.177 -0.531 -0.123 0.28
H -0.254 0.963 -1.048 0.008 0.899 0.403 0.36
H 1.739 -0.008 -0.722 0.236 -0.554 -0.071 0.37

# 12
16
Properties=species:S:1:pos:R:3:forces:R:3:mulliken_charge:R:1 method="wB97M-V/def2-TZVPD" orbital_gap_ev=8.2 charge=+1
K -0.811 2.304 2.268 0.123 -0.213 -0.202 0.97
C -1.427 -0.559 -0.110 0.171 -0.153 0.302 -1.11
C 1.257 -0.704 1.513 -0.276 -0.095 -0.067 -1.09
C -0.127 0.696 -1.881 0.263 0.048 -0.060 -1.19
C 1.038 -0.065 0.170 -0.177 0.397 -0.255 -0.45
C -0.100 0.008 -0.540 0.345 0.177 0.234 0.93
H -2.170 0.254 -0.058 -0.018 -0.329 -0.155 0.29
H 2.020 -1.496 1.424 -0.266 0.332 0.255 0.29
H 1.928 0.398 -0.277 -0.272 -0.215 0.139 0.28
H 0.331 -1.151 1.911 0.471 0.072 -0.075 0.28
H 1.618 0.054 2.228 0.107 -0.363 -0.059 0.28
H 0.870 1.090 -2.142 -0.450 -0.151 0.039 0.32
H -1.376 -1.053 0.875 -0.130 0.114 -0.465 0.25
H -0.441 -0.014 -2.664 0.035 0.350 0.215 0.32
H -0.842 1.536 -1.861 0.150 -0.288 -0.186 0.29
H -1.766 -1.298 -0.856 -0.076 0.317 0.340 0.31

# 13
21
Properties=species:S:1:pos:R:3:forces:R:3:mulliken_charge:R:1 method="wB97M-V/def2-TZVPD" orbital_gap_ev="4.7 / 7.8"
Zn -1.455 -2.662 0.503 0.111 -0.583 -0.385 0.11
Mg 0.629 -0.684 0.150 0.620 1.429 -0.637 0.88
O -0.160 1.477 0.623 -3.462 -4.872 3.082 -0.32
O 2.074 0.576 -0.156 -0.260 -1.562 0.101 -0.74
O 0.412 -2.534 -0.361 -0.856 0.614 0.403 -0.33
O -1.338 -0.752 0.346 0.301 -0.091 0.138 -0.38
C 0.546 2.375 0.087 1.118 4.429 -1.837 -0.47
C -2.192 0.333 0.435 -0.849 0.825 0.360 -0.19
C -1.504 1.479 1.179 1.190 0.284 -0.696 -0.57
C 1.908 1.913 -0.251 0.472 1.741 -0.652 -0.06
C 1.122 -3.400 -1.173 1.554 -0.227 -1.361 -0.61
H 0.668 -3.729 -2.125 -0.809 0.487 0.294 0.27
H 2.063 2.337 -1.275 0.405 -0.426 0.151 0.23
H 2.055 -2.850 -1.611 -0.974 -1.338 1.347 0.16
H -3.121 0.079 0.975 0.186 0.071 -0.224 0.31
H 1.251 -4.365 -0.647 0.905 0.502 -0.147 0.24
H -2.468 0.718 -0.564 0.082 -0.302 0.185 0.26
H -1.383 1.265 2.246 -0.120 0.090 -0.116 0.25
H 0.261 3.427 0.218 0.237 -0.304 -0.016 0.32
H -1.958 2.463 1.023 -0.116 -0.232 0.032 0.38
H 2.591 2.532 0.381 0.264 -0.535 -0.019 0.26

# 14
16
Properties=species:S:1:pos:R:3:forces:R:3:mulliken_charge:R:1 method="wB97M-V/def2-TZVPD" orbital_gap_ev=11.6 charge=+1
N -0.312 0.066 -0.488 -0.364 -0.107 -0.255 0.05
C 2.172 -0.650 -0.117 -0.632 1.440 0.365 -0.68
C -0.940 1.236 0.160 -0.386 0.694 0.209 -1.04
C 2.030 0.468 0.551 -0.366 -1.259 -1.046 -0.13
C 1.161 0.293 -0.622 2.090 2.433 -3.657 -0.18
C -0.652 -1.203 0.207 -0.187 -0.737 0.386 -0.75
H 2.311 1.103 1.353 0.214 0.365 0.376 0.43
H 2.658 -1.578 -0.295 0.324 -0.436 -0.055 0.42
H 1.376 1.032 -1.800 -0.879 -2.340 3.798 0.30
H -0.608 1.299 1.194 0.061 -0.126 -0.043 0.44
H -0.679 0.013 -1.443 0.145 -0.014 0.202 0.38
H -1.148 -1.897 -0.466 0.023 0.144 -0.106 0.33
H -0.647 2.148 -0.359 0.065 -0.115 -0.074 0.37
H -2.024 1.146 0.136 0.046 -0.125 -0.030 0.41
H 0.256 -1.674 0.581 -0.129 0.086 -0.035 0.33
H -1.304 -1.009 1.053 -0.024 0.097 -0.035 0.33